# C20H27N3O4

A cluster of 3 separate species, C20H27N3O4 in total (ωB97M-V with the def2-TZVPD basis set, the OMol25 dataset).

Each line ends with the natural charge from an NBO analysis.
CARTESIAN COORDINATES (ANGSTROEM)
C  -3.0448  1.3493  -1.4759  -0.675
C  -1.5871  1.4142  -1.1352  0.352
N  -1.1510  2.3184  -0.3587  -0.642
C  -0.6844  0.3753  -1.8041  -0.526
C  0.0441  -0.3976  -0.7318  -0.025
C  -0.5318  -1.3354  0.0208  -0.254
C  0.2653  -2.0018  1.0930  0.539
O  0.1270  -3.1754  1.3544  -0.504
C  1.2644  -1.1136  1.7639  -0.162
C  1.5763  -1.1902  3.1232  0.062
C  0.9117  -2.1592  4.0676  -0.638
C  2.5314  -0.3040  3.6198  -0.194
C  3.1726  0.6259  2.8177  -0.189
C  2.8545  0.7004  1.4670  -0.197
C  1.8953  -0.1537  0.9580  -0.055
C  1.4840  -0.0693  -0.4740  0.526
O  2.2359  0.2263  -1.3785  -0.531
H  -3.4613  0.3901  -1.1586  0.220
H  -3.5791  2.1834  -1.0267  0.232
H  -3.1547  1.4053  -2.5623  0.233
H  -0.1356  2.2511  -0.2618  0.326
H  0.0322  0.9438  -2.3987  0.268
H  -1.2477  -0.2811  -2.4631  0.242
H  -1.5656  -1.6373  -0.1032  0.231
H  1.6253  -2.9372  4.3424  0.223
H  0.0160  -2.6055  3.6525  0.243
H  0.6179  -1.6184  4.9685  0.232
H  2.7794  -0.3234  4.6752  0.217
H  3.9042  1.3113  3.2244  0.219
H  3.3235  1.4079  0.7950  0.228
C  2.4839  -0.3289  -4.2842  -0.726
C  1.2898  -0.4948  -5.1925  0.682
O  0.2624  0.1501  -5.0361  -0.649
N  1.3841  -1.3978  -6.2048  -0.616
C  2.5075  -2.2483  -6.5440  -0.411
H  2.2516  0.4202  -3.5459  0.265
H  2.7162  -1.2651  -3.7763  0.227
H  3.3546  -0.0030  -4.8569  0.222
H  0.5522  -1.4585  -6.7702  0.398
H  2.8479  -2.0369  -7.5593  0.196
H  2.2151  -3.2986  -6.4925  0.196
H  3.3316  -2.0826  -5.8589  0.214
C  -2.1656  0.7987  2.3977  -0.721
C  -2.4508  0.6559  3.8724  0.678
O  -1.9711  -0.2474  4.5403  -0.641
N  -3.2678  1.5817  4.4403  -0.615
C  -3.9144  2.7136  3.8049  -0.412
H  -1.5026  -0.0059  2.0985  0.232
H  -3.0869  0.7315  1.8170  0.224
H  -1.6788  1.7490  2.1817  0.247
H  -3.4210  1.4340  5.4252  0.399
H  -3.5942  3.6441  4.2768  0.197
H  -4.9983  2.6337  3.9054  0.195
H  -3.6634  2.7557  2.7503  0.217

Calculated values
energy	-1243.5464	hartree
strongest force on any atom	0.60	eV/A
energy above the lowest of the compared OMol25 structures with the same formula, charge and spin	263.3	kJ/mol
SMILES	[H]/N=C(/C)CC1=CC(=O)c2c(C)cccc2C1=O.CNC(C)=O.CNC(C)=O
multiplicity	1
net charge	0
frontier orbital gap	8.697	eV
HOMO	-9.45	eV



# C20H27N3O5S2

The molecule C20H27N3O5S2 in a non-equilibrium geometry (ωB97M-V with the def2-TZVPD basis set, the OMol25 dataset).

Each line ends with the natural charge from an NBO analysis.
CARTESIAN COORDINATES (ANGSTROEM)
C  5.0498  2.2965  0.3431  -0.617
H  5.3681  3.3323  0.4347  0.215
H  4.2423  2.1098  1.0469  0.211
H  4.6817  2.1328  -0.6652  0.217
C  6.2273  1.3737  0.6276  -0.227
N  5.7920  -0.0091  0.7065  -0.689
S  5.3002  -0.6439  -0.7711  2.315
O  5.9262  0.0479  -1.8651  -0.948
O  5.4263  -2.0719  -0.7156  -0.939
C  3.5508  -0.2612  -0.7790  -0.339
C  2.9586  0.2402  -1.9226  -0.179
C  1.6020  0.4999  -1.9293  -0.233
C  0.8322  0.2550  -0.7908  0.163
C  1.4419  -0.2532  0.3554  -0.197
C  2.7996  -0.5158  0.3515  -0.180
H  3.2890  -0.9139  1.2256  0.233
H  0.8481  -0.4467  1.2322  0.249
N  -0.5289  0.5622  -0.8531  -0.594
C  -1.5040  0.2237  0.0279  0.717
O  -1.3181  -0.2980  1.1061  -0.631
C  -2.9067  0.6602  -0.3962  -0.303
N  -3.8237  -0.4231  -0.1285  -0.696
C  -5.1897  -0.1730  0.0451  0.256
C  -5.7693  1.0399  -0.3173  -0.295
C  -7.1217  1.2790  -0.1148  0.021
C  -7.9078  0.2821  0.4459  -0.239
C  -7.3417  -0.9302  0.7970  -0.179
C  -5.9922  -1.1598  0.6101  -0.247
H  -5.5624  -2.1074  0.8824  0.210
H  -7.9564  -1.7048  1.2304  0.215
H  -8.9619  0.4548  0.6035  0.211
C  -7.7270  2.5855  -0.5324  -0.630
H  -6.9935  3.3873  -0.4948  0.214
H  -8.5666  2.8440  0.1081  0.219
H  -8.0956  2.5123  -1.5559  0.223
H  -5.1726  1.8147  -0.7744  0.207
S  -3.3053  -1.9278  -0.6900  2.310
O  -4.3917  -2.6022  -1.3302  -0.923
O  -2.1291  -1.6597  -1.4714  -0.952
C  -2.8154  -2.8536  0.7775  -0.866
H  -2.1822  -2.2068  1.3714  0.281
H  -2.2642  -3.7172  0.4268  0.252
H  -3.6993  -3.1576  1.3202  0.236
H  -2.9274  0.9589  -1.4519  0.195
H  -3.1869  1.5116  0.2329  0.242
H  -0.8357  0.8686  -1.7662  0.404
H  1.1310  0.8868  -2.8213  0.211
H  3.5735  0.4229  -2.7898  0.246
C  6.6039  -0.9002  1.5133  -0.215
C  8.0345  -1.0622  1.0073  -0.632
H  8.5603  -1.7959  1.6130  0.216
H  8.5758  -0.1199  1.0520  0.202
H  8.0104  -1.4074  -0.0234  0.222
H  6.1014  -1.8677  1.4871  0.229
H  6.5953  -0.5215  2.5406  0.196
H  6.9786  1.4960  -0.1618  0.205
H  6.6764  1.6329  1.5897  0.203

Calculated values
energy	-2115.1501	hartree
strongest force on any atom	1.09	eV/A
energy above the lowest of the compared OMol25 structures with the same formula, charge and spin	55.8	kJ/mol
SMILES	CCN(CC)S(=O)(=O)c1ccc(NC(=O)CN(c2cccc(C)c2)S(C)(=O)=O)cc1
multiplicity	1
net charge	0
frontier orbital gap	9.157	eV
HOMO	-8.72	eV



# C20H27N3OS

The molecule C20H27N3OS (ωB97M-V with the def2-TZVPD basis set, the OMol25 dataset).

Each line ends with the natural charge from an NBO analysis.
CARTESIAN COORDINATES (ANGSTROEM)
C  0.0041  -5.6926  6.5653  -0.621
C  0.3537  -4.5418  5.6698  -0.032
C  0.6336  -4.7479  4.3273  -0.211
C  0.9511  -3.6609  3.5380  -0.238
C  0.9988  -2.3514  4.0576  0.186
C  0.7168  -2.1568  5.4047  -0.218
C  0.4002  -3.2463  6.1886  -0.215
H  0.1805  -3.0985  7.2364  0.208
H  0.7507  -1.1594  5.8133  0.218
N  1.3260  -1.3802  3.1552  -0.550
C  1.5355  -1.8586  1.9818  0.328
N  1.9509  -1.1355  0.9280  -0.432
C  1.9164  -1.6444  -0.4215  -0.204
H  2.7966  -1.2553  -0.9472  0.194
C  0.6437  -1.1946  -1.1397  -0.410
H  -0.2326  -1.6171  -0.6453  0.234
H  0.6563  -1.5524  -2.1705  0.215
C  0.5291  0.3313  -1.1122  -0.305
C  -0.8179  0.7594  -1.6932  0.700
O  -1.8505  0.1771  -1.4376  -0.634
N  -0.7622  1.8520  -2.4815  -0.626
H  0.1230  2.2934  -2.6675  0.391
C  -1.9337  2.4340  -3.1056  -0.063
C  -1.8897  2.2659  -4.6286  -0.402
C  -0.8139  3.1401  -5.2680  -0.401
C  -1.0251  4.6046  -4.8965  -0.399
C  -1.0080  4.7797  -3.3811  -0.400
C  -2.0803  3.9109  -2.7271  -0.403
H  -3.0641  4.2514  -3.0543  0.206
H  -2.0349  4.0105  -1.6409  0.215
H  -1.1859  5.8264  -3.1264  0.214
H  -0.0210  4.5149  -2.9936  0.182
H  -0.2476  5.2214  -5.3519  0.208
H  -1.9889  4.9391  -5.2866  0.196
H  -0.8491  3.0235  -6.3529  0.214
H  0.1761  2.8167  -4.9373  0.185
H  -2.8648  2.5434  -5.0328  0.204
H  -1.7138  1.2153  -4.8669  0.215
H  -2.7797  1.8657  -2.7040  0.244
C  0.6089  0.8233  0.3391  -0.405
C  1.8849  0.3083  1.0063  -0.217
H  2.7667  0.7139  0.4976  0.187
H  1.9110  0.5898  2.0587  0.250
H  -0.2579  0.4481  0.8859  0.227
H  0.5897  1.9142  0.3727  0.213
H  1.3490  0.7716  -1.6913  0.193
H  1.9805  -2.7332  -0.4016  0.218
S  1.3399  -3.6334  1.8371  0.289
H  0.6040  -5.7398  3.9018  0.211
H  -0.9775  -5.5409  7.0129  0.217
H  0.7289  -5.7773  7.3746  0.216
H  -0.0076  -6.6276  6.0112  0.212

Calculated values
energy	-1416.0775	hartree
strongest force on any atom	0.93	eV/A
energy above the lowest of the compared OMol25 structures with the same formula, charge and spin	0.0	kJ/mol
SMILES	Cc1ccc2nc(N3CCC(C(=O)NC4CCCCC4)CC3)sc2c1
multiplicity	1
net charge	0
frontier orbital gap	8.106	eV
HOMO	-7.53	eV



# C20H27N5O3

The molecule C20H27N5O3 (ωB97M-V with the def2-TZVPD basis set, the OMol25 dataset).

Each line ends with the natural charge from an NBO analysis.
CARTESIAN COORDINATES (ANGSTROEM)
C  7.1450  1.8283  -0.4538  -0.251
H  7.5502  2.5978  -1.1092  0.200
O  5.7653  1.7887  -0.7200  -0.494
C  4.9919  0.9106  -0.0189  0.296
C  5.4634  0.0221  0.9390  -0.318
C  4.5722  -0.8241  1.5814  -0.181
C  3.2252  -0.7937  1.2858  -0.245
C  2.7441  0.0918  0.3252  -0.020
C  3.6298  0.9325  -0.3218  -0.214
H  3.2863  1.6279  -1.0721  0.215
C  1.2740  0.1335  0.0118  -0.246
N  0.7323  -1.2165  -0.0941  -0.442
C  1.2079  -1.8614  -1.2990  -0.234
C  0.8261  -3.3316  -1.2301  -0.217
N  -0.6089  -3.4148  -1.1124  -0.592
C  -1.3847  -2.4621  -0.5839  0.693
O  -2.6033  -2.5980  -0.5582  -0.674
C  -0.7238  -1.2178  -0.0109  -0.161
C  -1.1515  -1.0759  1.4692  -0.492
C  -2.3191  -0.1215  1.7043  0.689
O  -2.2470  0.8283  2.4603  -0.647
N  -3.4279  -0.4582  1.0243  -0.650
C  -4.7047  0.1813  1.2218  -0.229
C  -5.3359  0.6462  -0.0938  -0.409
H  -6.4173  0.7165  0.0325  0.215
H  -5.1328  -0.1028  -0.8618  0.208
C  -4.8308  2.0162  -0.5573  -0.199
N  -3.4101  2.0457  -0.7706  -0.348
C  -2.7175  1.3913  -1.7298  0.157
N  -1.4341  1.6283  -1.6601  -0.483
C  -1.2788  2.4807  -0.6106  -0.116
C  -2.4907  2.7467  -0.0462  -0.069
H  -2.7620  3.3476  0.7960  0.224
H  -0.3115  2.8472  -0.3329  0.207
H  -3.1803  0.7540  -2.4573  0.197
H  -5.3371  2.2890  -1.4912  0.206
H  -5.0706  2.7690  0.1981  0.211
H  -4.5412  1.0242  1.8991  0.227
H  -5.3846  -0.5290  1.7091  0.194
H  -3.3871  -1.2783  0.4183  0.436
H  -0.3037  -0.7172  2.0515  0.242
H  -1.4373  -2.0535  1.8659  0.230
H  -1.1357  -0.3742  -0.5937  0.248
H  -1.0835  -4.2403  -1.4507  0.408
H  1.1438  -3.8606  -2.1315  0.205
H  1.3073  -3.7924  -0.3591  0.196
H  2.2938  -1.7589  -1.3371  0.225
H  0.7773  -1.4066  -2.2091  0.178
H  0.7565  0.6500  0.8241  0.224
H  1.0932  0.7046  -0.9118  0.197
H  2.5341  -1.4541  1.7851  0.223
H  4.9460  -1.5119  2.3260  0.211
H  6.5106  -0.0224  1.1937  0.218
H  7.3469  2.0988  0.5879  0.176
H  7.6273  0.8714  -0.6802  0.174

Calculated values
energy	-1277.8562	hartree
strongest force on any atom	0.76	eV/A
energy above the lowest of the compared OMol25 structures with the same formula, charge and spin	203.7	kJ/mol
SMILES	COc1cccc(CN2CCNC(=O)[C@H]2CC(=O)NCCCn2ccnc2)c1
multiplicity	1
net charge	0
frontier orbital gap	9.189	eV
HOMO	-8.40	eV